A structure of composition C37H94N6NaO12 at a distorted geometry, computed with the ωB97M-V functional and the def2-TZVPD basis.

Output
frontier orbital gap	8.812	eV
energy	-77806.7941	eV
net charge	+1

Geometry as XYZ:
```
150
Properties=species:S:1:pos:R:3:forces:R:3:mulliken_charge:R:1
Na 5.5144 -10.9957 6.3943 -0.27 0.45 0.04 0.10
O 3.8631 -12.7300 6.8926 -1.21 2.10 0.85 0.73
O 5.6681 -10.3061 8.8716 -0.70 1.92 -1.87 0.44
O 7.8976 -13.9069 9.1030 0.69 0.31 0.57 0.09
O 5.3957 -10.8782 3.9186 -2.60 -0.54 0.81 0.67
O 6.3917 -5.3835 0.8656 0.00 -2.75 0.58 -0.36
O 1.9242 -7.9592 14.0338 -1.13 -0.01 0.21 -0.37
O 0.5283 -11.4730 5.5357 1.15 -0.34 -0.82 -0.52
O 8.1950 -10.6607 6.3180 0.13 0.67 0.48 0.60
O 6.9828 -14.5162 3.3446 0.98 -0.59 -1.23 0.03
O 4.9333 -7.6916 6.8636 0.36 -0.95 -0.62 0.39
O 11.5010 -9.3339 2.7676 0.44 -0.70 -0.37 -0.41
O 7.4660 -20.8849 3.0042 0.97 1.33 3.05 -0.33
N 8.4839 -17.5030 9.1064 -1.93 -1.97 0.91 -0.75
N 8.6389 -7.9830 2.5483 0.60 0.67 -0.27 -0.18
N 3.2285 -9.8905 5.4786 0.66 1.44 1.23 1.22
N 4.1682 -9.0281 12.0210 0.34 1.19 0.20 -0.34
N 6.5937 -13.1054 6.6618 0.18 0.73 -1.21 1.66
N 8.0670 -17.9831 3.0294 0.81 -0.42 1.08 -0.34
C 3.5620 -7.5085 6.5482 -0.27 -1.71 1.11 -1.15
C 6.9126 -13.5660 2.3058 -0.72 0.47 -0.11 -0.52
C 7.5439 -15.2620 9.2756 0.37 0.12 -0.13 -0.61
C 4.2876 -14.0252 6.8930 1.85 -1.39 -1.49 -1.44
C 2.7600 -8.9108 6.4995 1.40 0.84 -1.40 -0.34
C 4.4781 -9.8473 10.8669 0.82 0.27 2.01 -0.58
C 8.4972 -18.9331 4.0483 0.44 -1.45 -0.71 -0.50
C 7.0828 -15.8293 2.7414 1.22 0.33 2.03 -0.96
C 6.4098 -11.3458 9.3217 1.14 -1.95 1.29 -0.87
C 12.5695 -10.3227 2.8746 -0.21 0.37 0.32 -0.76
C 7.1784 -6.5697 1.1897 -0.93 -0.19 0.05 -0.41
C 5.7566 -6.5317 7.0128 -1.07 -0.76 0.67 -0.93
C 5.3693 -9.2146 9.7823 -1.44 -1.61 -0.75 -0.25
C 0.8004 -12.6568 4.6796 -2.08 -0.45 2.79 1.64
C 0.4180 -12.4449 3.2756 -0.39 0.68 -1.00 -1.51
C 9.5254 -8.1425 3.7155 1.28 0.97 0.50 -0.77
C 8.7858 -16.1115 9.0307 1.05 -1.41 -1.43 0.47
C 8.7558 -13.4169 10.1327 -0.24 0.72 -0.44 -1.05
C 8.0876 -6.5852 2.4062 -0.15 0.34 0.36 -0.78
C 8.7052 -20.3907 3.5278 0.03 1.81 -0.86 -0.72
C 6.9635 -4.1290 0.9132 0.59 0.22 0.18 -0.63
C 8.7551 -11.9416 6.3458 0.67 -0.36 0.69 -1.50
C 8.0360 -16.6718 3.6622 -1.77 0.49 -1.01 -0.07
C 6.2834 -9.9219 3.4717 1.72 -0.31 -0.81 -0.97
C -0.0483 -13.8177 5.3128 1.39 0.88 -0.46 -1.49
C 7.7827 -12.9412 5.8017 -0.28 -0.14 0.09 1.24
C 8.8376 -9.7495 7.1954 -0.71 0.98 0.25 -0.93
C 3.1545 -7.9477 11.9258 1.45 -0.30 0.27 -0.19
C 2.9136 -7.2166 13.2836 -1.88 -1.58 -0.59 -0.81
C 4.0696 -10.6183 3.3843 0.34 0.35 -0.78 -1.13
C 9.3831 -15.9466 7.6260 0.11 0.95 -0.31 -0.81
C 10.4694 -9.3768 3.7379 -0.89 -0.60 0.27 -0.18
C 5.6278 -13.9719 6.0215 -1.42 -1.61 1.07 -0.36
C 0.5236 -7.5063 13.8452 1.90 0.02 0.26 -0.65
C 7.5578 -21.9585 2.1643 -0.73 -0.63 -1.76 -0.78
C 3.3256 -9.4391 4.0752 0.13 -1.94 0.86 -0.77
C 2.7486 -12.5175 7.7639 -0.06 -0.60 0.06 -0.37
H 3.8827 -8.5082 3.9694 -0.07 -0.06 0.25 0.41
H 9.1986 -18.2114 9.0204 0.58 0.66 0.23 0.28
H 7.2299 -10.1470 3.9631 0.00 0.59 0.41 -0.24
H 3.5003 -6.8595 5.6747 -0.58 -0.14 -0.12 0.50
H 7.4985 -21.5215 1.1675 0.23 -0.49 -0.57 0.30
H 0.2622 -13.3521 2.6918 0.75 -0.21 0.07 0.38
H 10.1945 -7.2845 3.6504 0.29 0.35 0.68 0.72
H 7.6878 -13.6526 1.5445 0.22 -0.32 0.08 0.44
H 9.7448 -13.8697 10.2019 -0.30 -0.75 0.11 0.36
H 6.0757 -14.9538 5.8684 -0.19 -0.62 0.33 0.33
H 0.3433 -7.3871 12.7768 -0.20 0.26 0.05 0.29
H 9.7232 -11.9487 5.8450 0.00 -0.06 -0.69 0.83
H 12.3496 -11.3453 2.5680 -0.82 0.08 -0.23 0.30
H 3.5677 -10.3344 10.5177 -0.08 0.12 -1.06 0.39
H 8.3014 -8.8121 7.0479 0.25 0.16 -0.11 0.16
H 9.4248 -20.3852 2.7091 0.10 0.32 -0.32 0.40
H 7.5594 -3.9459 0.0191 0.09 0.32 -0.13 0.26
H 0.3248 -14.7326 4.8525 -0.46 -0.30 0.24 0.36
H 9.0259 -12.3952 9.8654 -0.45 0.20 0.08 0.22
H 4.1814 -9.6131 12.8442 -0.62 0.53 0.13 0.25
H 7.7596 -16.6784 4.7166 -1.18 -0.32 0.26 -0.14
H 8.7301 -9.9467 8.2620 -0.39 -0.74 0.13 0.21
H 0.0897 -13.8127 6.3940 0.10 -0.27 -0.08 0.37
H 2.9050 -13.0749 8.6874 0.20 0.15 0.30 0.51
H -0.4077 -11.2613 5.5634 -0.19 -0.24 -0.27 0.30
H 5.0349 -10.6435 11.3610 0.24 -0.30 -0.46 0.37
H -1.1078 -13.6444 5.1242 0.02 -0.15 -0.25 0.42
H 8.9662 -8.0733 4.6486 -0.01 -0.24 0.06 0.21
H 9.5772 -16.0083 9.7732 -0.24 0.80 0.20 0.22
H 6.5275 -10.1506 2.4343 -0.21 0.58 -0.48 0.34
H 9.6481 -14.9306 7.3338 -0.05 0.19 0.03 0.11
H 6.0667 -16.1988 2.6034 -0.04 -0.51 0.35 0.36
H 3.8094 -7.1917 13.9041 0.05 0.07 -0.25 0.35
H 7.6060 -4.0410 1.7893 0.06 0.41 0.12 0.29
H 2.8168 -9.4365 7.4527 0.37 0.36 0.22 0.01
H 6.1225 -3.4396 0.9881 0.28 0.23 -0.09 0.24
H 6.8704 -13.4879 7.5547 0.08 -0.09 -0.01 -1.13
H 4.2021 -10.4697 2.3126 0.04 0.57 -0.22 0.44
H 9.4448 -18.5766 4.4522 0.15 -0.12 0.06 0.40
H 7.7991 -6.9441 0.3756 -0.03 0.45 -0.59 0.34
H 13.4321 -10.0328 2.2746 -0.41 0.52 -0.21 0.30
H 7.7813 -18.9683 4.8695 -0.17 -0.05 0.32 0.33
H 7.4289 -12.6018 4.8282 0.05 -0.04 -0.06 -1.00
H 8.4376 -22.5997 2.2191 0.14 0.14 0.42 0.33
H 2.3170 -9.3182 3.6801 0.01 0.13 -0.56 0.32
H 3.5236 -14.6933 6.4955 -0.06 -0.14 -0.79 0.45
H 9.9085 -9.5779 7.0869 0.13 -0.30 -0.80 0.34
H 0.4180 -6.5927 14.4303 -0.11 0.36 -0.43 0.27
H 4.7197 -8.5524 9.2099 0.47 0.23 -0.22 -0.15
H 10.2750 -16.5572 7.4853 0.05 -0.03 0.34 0.51
H 6.9637 -11.9197 8.5787 -0.43 0.84 -0.57 -0.75
H 1.8343 -12.9330 7.3401 -0.05 0.16 -0.26 -0.31
H 6.7250 -15.3831 8.5665 0.25 -0.65 -0.50 -0.13
H 8.1728 -13.4395 11.0534 0.48 0.03 0.35 0.34
H 3.4726 -11.5301 3.3697 0.11 -0.17 0.85 0.34
H 2.5038 -6.2206 13.1161 0.35 0.22 -0.12 0.42
H 1.1660 -11.7741 2.8529 -0.32 -0.02 -0.64 0.30
H 6.3140 -8.7252 10.0193 -0.22 0.00 0.77 0.25
H 5.9034 -5.9660 6.0928 0.02 -0.09 -0.13 0.26
H 4.3996 -14.4626 7.8852 0.66 0.40 0.57 0.46
H 5.9521 -8.8914 3.6001 0.17 0.01 0.08 0.34
H 8.7934 -5.7729 2.2325 0.96 -0.33 0.21 0.61
H 6.6545 -22.5547 2.2931 0.11 -0.25 0.05 0.25
H 2.6045 -10.6755 5.5988 -0.15 -0.20 -0.58 -0.97
H 8.9984 -16.1893 3.8328 0.48 -0.04 -1.22 0.31
H 6.9614 -12.5460 2.6870 -0.10 -0.14 0.30 -0.29
H 7.7900 -17.7939 8.4327 -0.28 0.19 -0.07 0.22
H 9.4063 -7.9657 1.8919 -0.37 -0.47 -1.30 0.29
H 3.5371 -7.1998 11.2313 0.28 0.12 -0.13 0.21
H -0.2166 -8.1867 14.2662 0.59 -0.51 -0.06 0.25
H 7.5531 -15.8739 1.7591 0.08 0.63 -0.11 0.47
H 2.5938 -11.4635 7.9944 0.28 -0.09 -0.25 -0.06
H 7.0613 -15.4686 10.2309 0.37 0.08 0.47 0.53
H 6.4548 -7.3643 1.3718 -0.32 0.17 -0.25 0.10
H 6.6850 -6.9234 7.4285 0.11 0.27 -0.24 0.18
H 7.2034 -11.1021 10.0280 -0.15 0.54 0.48 0.65
H 10.9269 -9.5947 4.7030 0.10 0.91 0.53 0.32
H 7.5748 -6.2540 3.3093 -0.32 -0.42 0.19 0.31
H 1.7019 -8.6760 6.3835 -0.20 0.35 -0.24 0.38
H 8.3002 -13.8880 5.6476 0.08 -0.17 -0.13 0.04
H -0.5794 -12.0107 3.2058 0.03 0.49 0.17 0.35
H 9.2589 -20.9103 4.3098 -0.85 -0.88 0.40 0.38
H 1.8733 -12.8199 4.7814 -0.01 -0.11 0.21 -0.56
H 7.1308 -18.2803 2.7945 -0.26 0.25 -0.27 0.26
H 5.2772 -5.9127 7.7712 0.18 0.47 0.02 0.35
H 8.6618 -16.3403 6.9098 -0.20 0.17 -0.13 -0.01
H 5.9408 -13.7121 1.8342 -0.14 0.34 -0.46 0.37
H 3.0807 -7.0957 7.4348 -0.17 0.90 -0.11 0.47
H 2.2764 -8.3492 11.4200 -0.74 0.15 0.48 0.29
H 9.7778 -10.2185 3.7021 0.03 -0.73 -0.99 0.05
H 5.3717 -13.7468 4.9862 0.03 0.93 0.17 0.05
H 5.7745 -12.1078 9.7733 -0.09 -0.22 0.41 0.43
H 9.0494 -12.1982 7.3634 -0.32 -0.15 0.48 0.16
H 12.9699 -10.4269 3.8830 -0.31 0.37 0.42 0.30
```
Positions in Å, forces in eV/Å.